# 1
{
  "formula": "C7H10NO2S2",
  "method": "the ωB97M-V functional and the def2-TZVPD basis",
  "elements": ["C", "C", "C", "C", "C", "C", "C", "N", "O", "O", "S", "S", "H", "H", "H", "H", "H", "H", "H", "H", "H", "H"],
  "coordinates": [[-1.941, 0.047, -0.015], [-3.489, 0.469, 0.424], [-1.996, -0.666, -1.350], [0.516, -0.736, -0.037], [1.732, 1.363, -0.739], [2.354, 0.250, 1.362], [1.769, -0.017, -0.047], [-1.034, 0.324, 0.749], [-3.896, -0.426, 1.162], [-3.916, 1.413, -0.167], [-0.188, -1.062, -1.690], [0.627, -2.307, 0.793], [-2.489, -1.587, -1.128], [-2.450, -0.070, -2.103], [1.167, 2.091, -0.065], [1.322, 1.287, -1.690], [2.746, 1.853, -0.873], [2.472, -0.644, 1.803], [1.571, 0.841, 1.896], [3.286, 0.760, 1.403], [2.582, -0.639, -0.532], [-0.746, -2.544, 0.843]],
  "forces_ev_per_a": [[-2.276, 0.745, -1.013], [1.963, -2.676, 0.360], [2.574, -0.187, 2.107], [-4.035, -0.097, -0.572], [0.882, 1.201, 2.122], [-2.637, 2.290, -1.075], [3.933, 1.935, -0.067], [3.381, -1.385, -0.115], [-0.697, 0.100, 0.447], [-1.246, 2.282, -0.922], [-0.370, 0.621, -0.363], [-1.114, -0.430, 0.981], [-0.679, -0.637, -0.351], [-0.297, 0.376, -0.605], [0.349, -1.002, -1.096], [-1.098, 0.125, -1.657], [-0.807, -0.938, 0.345], [0.397, -3.121, 2.084], [0.681, -0.424, -0.042], [0.714, 0.607, -0.489], [-0.854, 0.377, -0.020], [1.236, 0.238, -0.058]],
  "e_homo_ha": -0.145,
  "total_charge": -1,
  "fmax_ev_per_a": 4.4,
  "orbital_gap_ev": 6.93
}

***

# 2
{
  "formula": "C18H16O6",
  "method": "the ωB97M-V functional and the def2-TZVPD basis",
  "elements": ["C", "H", "O", "C", "C", "C", "C", "C", "C", "O", "C", "H", "H", "H", "H", "C", "C", "O", "C", "C", "C", "C", "C", "C", "C", "O", "O", "H", "H", "O", "H", "H", "C", "H", "H", "H", "H", "H", "H", "H"],
  "coordinates": [[2.204, 2.211, 4.838], [2.687, 2.818, 4.070], [2.032, 0.864, 4.437], [1.359, 0.649, 3.259], [0.314, -0.270, 3.283], [-0.402, -0.570, 2.142], [-0.100, 0.060, 0.939], [0.963, 0.952, 0.901], [1.701, 1.244, 2.037], [2.758, 2.131, 1.918], [4.027, 1.505, 1.986], [4.163, 0.966, 2.929], [4.156, 0.805, 1.154], [4.762, 2.303, 1.909], [1.246, 1.429, -0.024], [-0.830, -0.263, -0.301], [-2.179, -0.166, -0.401], [-2.868, -0.480, -1.514], [-2.217, -0.931, -2.611], [-2.981, -1.257, -3.721], [-2.345, -1.718, -4.867], [-0.960, -1.852, -4.904], [-0.187, -1.527, -3.799], [-0.821, -1.056, -2.622], [-0.041, -0.711, -1.447], [1.192, -0.803, -1.423], [1.135, -1.662, -3.858], [1.498, -1.380, -2.973], [-0.462, -2.210, -5.793], [-3.114, -2.030, -5.934], [-2.560, -2.336, -6.663], [-4.051, -1.155, -3.698], [-3.083, 0.327, 0.684], [-2.526, 0.903, 1.415], [-3.561, -0.514, 1.185], [-3.867, 0.938, 0.243], [-1.193, -1.303, 2.183], [0.083, -0.748, 4.222], [2.830, 2.177, 5.729], [1.237, 2.660, 5.089]],
  "forces_ev_per_a": [[-0.012, 0.345, 0.147], [-0.022, -0.076, 0.055], [0.042, -0.310, -0.451], [-0.060, 0.014, 0.068], [0.178, 0.152, 0.158], [0.102, 0.094, -0.147], [0.027, -0.039, 0.175], [0.018, 0.071, 0.218], [0.149, 0.090, 0.015], [-0.567, -0.102, 0.088], [0.289, -0.140, -0.011], [-0.023, 0.041, -0.022], [0.000, 0.042, 0.039], [0.026, -0.071, 0.002], [0.065, 0.043, -0.076], [-0.177, 0.002, -0.120], [0.524, 0.213, 0.417], [-0.219, -0.027, 0.014], [0.503, -0.315, -0.761], [-0.207, 0.047, 0.087], [0.375, 0.135, 0.471], [0.225, -0.043, -0.066], [-0.499, 0.036, -0.020], [0.087, 0.063, 0.159], [-0.419, -0.096, -0.236], [0.037, 0.004, -0.007], [0.186, 0.032, 0.146], [-0.174, -0.046, -0.176], [0.062, -0.044, -0.112], [-0.107, -0.036, -0.130], [-0.041, 0.052, 0.137], [-0.168, 0.023, 0.021], [-0.001, -0.068, -0.245], [-0.008, -0.002, 0.016], [-0.048, -0.044, 0.058], [-0.041, 0.045, -0.014], [-0.090, -0.084, 0.006], [-0.009, -0.022, 0.116], [-0.055, 0.051, -0.016], [0.052, -0.031, -0.004]],
  "smiles": "COc1ccc(-c2c(C)oc3cc(O)cc(O)c3c2=O)cc1OC",
  "e_homo_ha": -0.305,
  "fmax_ev_per_a": 1.0,
  "orbital_gap_ev": 8.76
}